# 1
This record from the Open Molecules 2025 dataset describes C33H25Cl2FN12O11Zr as an isolated structure in a non-equilibrium geometry. The level of theory is ωB97M-V/def2-TZVPD.

Structure (XYZ):
```
85
C33H25Cl2FN12O11Zr ωB97M-V/def2-TZVPD
Zr -0.205 -0.060 -1.011
N -3.054 0.880 0.737
C -3.524 0.197 -0.308
N -4.840 0.195 -0.530
C -5.247 -0.620 -1.465
N -6.548 -0.655 -1.820
N -4.463 -1.492 -2.155
C -3.163 -1.371 -1.891
N -2.606 -0.515 -1.061
C -2.232 -2.336 -2.543
C -2.724 -3.339 -3.352
C -1.802 -4.244 -3.889
C -0.473 -4.137 -3.523
C -0.072 -3.078 -2.718
N -0.947 -2.191 -2.250
H -3.713 1.335 1.347
H -2.135 0.665 1.101
H -7.130 0.109 -1.499
H -6.774 -1.095 -2.686
H -3.789 -3.413 -3.510
H -2.137 -5.076 -4.509
H 0.284 -4.839 -3.871
H 0.951 -2.901 -2.433
O 3.705 -1.283 0.117
C 2.592 -0.772 0.312
O 1.466 -1.191 -0.213
C 2.525 0.285 1.369
C 3.643 0.545 2.157
C 3.511 1.325 3.299
C 2.320 1.870 3.695
C 1.216 1.649 2.904
C 1.283 0.930 1.670
O 0.291 0.887 0.848
N -0.085 2.046 3.520
O -1.017 1.294 3.314
O -0.112 3.009 4.231
N 4.653 1.562 4.190
O 4.478 2.070 5.279
O 5.741 1.210 3.757
H 4.595 0.134 1.895
H 2.263 2.412 4.607
Cl 1.423 -1.494 -5.146
C 2.476 -0.314 -4.411
C 3.668 -0.054 -5.061
C 4.480 0.955 -4.629
C 4.096 1.699 -3.523
C 2.913 1.450 -2.853
Cl 2.508 2.528 -1.537
C 2.012 0.390 -3.232
N 0.901 0.134 -2.569
H 3.940 -0.624 -5.946
H 5.382 1.211 -5.169
H 4.680 2.538 -3.198
C -2.128 1.054 -3.693
C -1.687 2.096 -2.722
C -1.888 3.446 -2.944
C -1.397 4.134 -1.811
C -1.018 3.147 -0.912
C -0.481 3.509 0.454
N -1.154 1.916 -1.474
H -2.101 1.505 -4.697
H -3.162 0.783 -3.529
H -1.531 0.128 -3.721
H -2.198 3.920 -3.858
H -1.352 5.180 -1.600
H -0.552 4.607 0.492
H 0.584 3.307 0.665
H -1.077 3.095 1.286
F -1.440 -1.102 6.890
C -0.389 -1.317 6.042
C -0.543 -1.766 4.780
N 0.512 -2.002 3.948
C 0.352 -2.307 2.496
C -1.070 -2.200 1.933
O -2.023 -2.628 2.647
O -1.177 -1.664 0.797
C 1.807 -1.908 4.395
O 2.766 -2.209 3.718
N 1.928 -1.392 5.710
C 0.931 -1.045 6.599
O 1.173 -0.565 7.678
H -1.507 -1.921 4.326
H 0.737 -3.326 2.335
H 0.997 -1.637 1.924
H 2.885 -1.257 6.005
```

Computed properties:
M   946.764 g/mol
LUMO   3.8 eV
Kohn-Sham gap   5.9 eV
Total charge   -2

***

# 2
This record from the Open Molecules 2025 dataset describes C41H50BrIN7O2SiTa as an isolated structure in a non-equilibrium geometry. The level of theory is ωB97M-V/def2-TZVPD.

Structure (XYZ):
```
104
C41H50BrIN7O2SiTa ωB97M-V/def2-TZVPD
Ta 14.205 -15.917 6.311
O 11.947 -18.932 7.249
C 11.675 -19.674 6.103
C 11.326 -21.028 6.215
C 11.107 -21.702 5.032
C 11.128 -21.092 3.774
C 11.521 -19.760 3.718
C 11.696 -19.038 4.897
C 11.785 -17.514 4.951
O 13.065 -17.021 5.409
N 10.823 -16.893 5.763
N 10.198 -15.805 5.247
C 9.255 -15.306 5.898
C 8.467 -14.276 5.227
Br 7.830 -12.916 6.304
C 8.186 -14.318 3.933
C 8.755 -15.332 3.027
C 8.579 -16.713 3.112
C 9.208 -17.547 2.211
C 9.876 -17.094 1.117
C 10.063 -15.692 0.974
C 9.436 -14.845 1.913
H 12.316 -19.491 7.915
H 11.154 -21.494 7.202
H 10.823 -22.707 5.141
H 11.069 -21.739 2.887
H 11.815 -19.311 2.792
H 11.708 -17.102 3.954
H 10.335 -17.374 6.503
H 8.824 -15.619 6.894
H 7.566 -13.571 3.458
H 8.128 -17.169 3.951
H 9.160 -18.617 2.409
H 10.370 -17.751 0.453
H 10.623 -15.262 0.177
H 9.534 -13.784 1.904
C 11.709 -15.348 8.267
N 12.858 -16.285 8.213
C 13.603 -16.354 9.468
C 14.791 -15.442 9.372
N 15.022 -14.760 8.277
C 16.251 -14.071 8.578
C 16.876 -13.007 7.858
C 18.024 -12.490 8.382
C 18.543 -12.975 9.599
C 17.879 -13.945 10.329
C 16.712 -14.455 9.824
N 15.745 -15.342 10.309
C 11.773 -14.256 7.173
N 12.588 -14.330 6.140
C 12.222 -13.380 5.204
C 12.537 -13.043 3.860
C 11.887 -11.993 3.264
C 10.933 -11.250 3.952
C 10.571 -11.569 5.261
C 11.214 -12.666 5.814
N 10.938 -13.208 7.045
H 11.602 -14.877 9.282
H 10.727 -15.864 8.055
H 12.398 -17.210 8.066
H 13.939 -17.400 9.567
H 13.000 -16.067 10.334
H 16.528 -12.682 6.923
H 18.470 -11.724 7.719
H 19.436 -12.613 10.052
H 18.310 -14.231 11.231
H 15.683 -15.798 11.233
H 13.323 -13.571 3.278
H 12.110 -11.698 2.227
H 10.399 -10.462 3.450
H 9.904 -10.937 5.854
H 10.181 -12.961 7.696
I 15.541 -18.189 7.447
C 16.379 -15.654 5.599
Si 15.329 -14.613 4.327
C 16.188 -12.886 3.927
C 16.027 -12.710 2.386
C 17.713 -12.940 4.227
C 15.521 -11.756 4.699
C 15.098 -15.887 2.862
C 14.701 -17.357 3.291
C 13.964 -15.501 1.922
C 16.443 -16.037 2.164
H 17.254 -15.088 5.159
H 16.836 -16.659 5.677
H 16.577 -15.177 6.590
H 15.712 -11.655 2.188
H 15.228 -13.332 2.025
H 16.932 -12.945 1.772
H 18.157 -13.805 3.756
H 17.971 -13.033 5.297
H 18.200 -12.055 3.848
H 14.522 -11.539 4.344
H 16.088 -10.809 4.663
H 15.373 -12.094 5.745
H 13.652 -17.508 3.350
H 15.174 -17.779 4.197
H 15.170 -18.011 2.544
H 12.988 -15.653 2.309
H 14.013 -16.091 0.958
H 13.977 -14.397 1.620
H 17.279 -16.280 2.787
H 16.620 -15.118 1.662
H 16.342 -16.868 1.435
```

Computed properties:
Energy above the lowest of the compared OMol25 structures with the same formula, charge and spin   151.9 kJ/mol
M   1088.740 g/mol
LUMO   -5.4 eV
Kohn-Sham gap   7.3 eV
Total charge   +2

***

# 3
This record from the Open Molecules 2025 dataset describes C7H7N5O4Pb as an isolated structure in a non-equilibrium geometry. The level of theory is ωB97M-V/def2-TZVPD.

Structure (XYZ):
```
24
C7H7N5O4Pb ωB97M-V/def2-TZVPD
Pb -0.095 1.094 -0.223
C -0.047 1.795 2.678
O -0.051 2.115 3.771
C -0.105 3.585 0.001
O -0.102 4.754 -0.045
C -2.381 1.274 0.422
O -3.527 1.351 0.557
C 2.191 1.237 0.391
O 3.338 1.343 0.472
C -0.103 -0.314 -4.479
H 0.840 -0.875 -4.340
H -1.044 -0.874 -4.317
C -0.107 0.986 -4.790
H -1.049 1.556 -4.896
H 0.834 1.555 -4.919
N 1.071 -3.117 3.393
N 0.423 -2.402 2.440
N -0.623 -2.900 1.764
C -0.932 -1.821 0.997
N -0.093 -0.800 1.226
N 0.784 -1.141 2.200
H 1.807 -2.655 3.874
H 0.704 -4.015 3.552
H -1.733 -1.731 0.271
```

Computed properties:
Energy above the lowest of the compared OMol25 structures with the same formula, charge and spin   95.6 kJ/mol
M   432.364 g/mol
LUMO   -8.6 eV
Kohn-Sham gap   6.8 eV
Total charge   +2

***

# 4
This record from the Open Molecules 2025 dataset describes an isolated ion of composition C3H6IN2 and charge +1 in a non-equilibrium geometry. The level of theory is ωB97M-V/def2-TZVPD.

Structure (XYZ):
```
12
C3H6IN2 ωB97M-V/def2-TZVPD
H 0.369 -1.095 -1.522
N 0.577 -1.675 -0.762
C 0.719 -1.231 0.382
C 0.441 0.253 0.939
N 0.036 1.012 -0.240
C -1.199 1.037 -0.731
I -2.833 0.088 0.110
H 1.122 -1.729 1.282
H -0.181 0.017 1.798
H 1.308 0.633 1.307
H 0.777 1.299 -0.848
H -1.136 1.391 -1.713
```

Computed properties:
Energy above the lowest of the compared OMol25 structures with the same formula, charge and spin   217.9 kJ/mol
SMILES   [H]/N=C\C/[NH+]=C\I
M   196.999 g/mol
LUMO   -5.6 eV
Kohn-Sham gap   8.4 eV
Total charge   +1

***

# 5
This record from the Open Molecules 2025 dataset describes one molecule with the formula C3H2O3 in a non-equilibrium geometry. The level of theory is ωB97M-V/def2-TZVPD.

Structure (XYZ):
```
8
C3H2O3 ωB97M-V/def2-TZVPD
C -1.045 -0.354 0.197
C -0.122 -1.186 0.113
C -3.284 0.292 -0.721
O -2.185 0.149 0.307
O -3.884 1.576 -0.754
O -2.931 1.056 -1.741
H -0.258 -2.282 0.237
H 0.950 -0.932 -0.101
```

Computed properties:
Energy above the lowest of the compared OMol25 structures with the same formula, charge and spin   834.0 kJ/mol
M   86.046 g/mol
LUMO (spin up / spin down)   -1.0 / -1.0 eV
Kohn-Sham gap (spin up / spin down)   7.6 / 7.6 eV
Total charge   0

***

# 6
This record from the Open Molecules 2025 dataset describes C38H44N3O9PPt as an isolated structure. The level of theory is ωB97M-V/def2-TZVPD.

Structure (XYZ):
```
96
C38H44N3O9PPt ωB97M-V/def2-TZVPD
Pt -0.807 0.715 1.122
C 1.665 -2.739 2.317
O 0.558 -3.322 3.020
C -0.645 -3.296 2.368
C -1.369 -4.457 2.304
C -2.618 -4.497 1.668
C -3.092 -3.356 1.078
C -2.381 -2.141 1.129
C -2.968 -1.038 0.420
N -2.477 0.145 0.344
N -3.159 1.099 -0.405
C -2.469 2.201 -0.440
O -1.334 2.404 0.147
C -3.021 3.341 -1.225
C -4.253 3.253 -1.870
C -4.741 4.331 -2.590
C -4.006 5.508 -2.676
C -2.776 5.596 -2.039
C -2.286 4.517 -1.317
C -1.142 -2.073 1.817
O -0.416 -1.013 2.006
H 2.524 -3.388 2.504
H 1.860 -1.735 2.689
H 1.471 -2.682 1.245
H -0.934 -5.347 2.745
H -3.173 -5.425 1.608
H -4.029 -3.373 0.532
H -3.896 -1.206 -0.118
H -4.808 2.328 -1.797
H -5.700 4.254 -3.090
H -4.389 6.350 -3.241
H -2.192 6.507 -2.106
H -1.327 4.556 -0.819
C 5.091 1.578 0.116
C 3.617 1.326 0.411
C 2.758 1.795 -0.758
C 3.384 -0.152 0.693
O 3.369 2.107 1.605
P 1.919 2.459 2.216
O 2.122 2.879 3.618
O 1.014 1.314 1.856
O 1.411 3.698 1.301
C 1.746 5.066 1.569
C 1.348 5.812 0.301
C 0.923 5.569 2.752
C 3.240 5.238 1.830
H 5.406 1.000 -0.755
H 5.697 1.279 0.973
H 5.263 2.640 -0.076
H 3.044 1.241 -1.656
H 2.904 2.862 -0.938
H 1.700 1.610 -0.573
H 3.795 -0.747 -0.126
H 2.324 -0.375 0.784
H 3.896 -0.434 1.616
H 0.277 5.706 0.133
H 1.876 5.399 -0.560
H 1.587 6.874 0.392
H -0.135 5.381 2.560
H 1.071 6.645 2.879
H 1.214 5.039 3.657
H 3.819 4.869 0.982
H 3.536 4.680 2.718
H 3.466 6.297 1.981
C 7.658 -4.588 -1.525
C 6.674 -3.510 -1.898
C 7.138 -2.287 -2.368
C 6.247 -1.271 -2.682
C 4.887 -1.489 -2.562
C 4.397 -2.715 -2.107
N 3.018 -2.880 -1.964
C 2.240 -3.748 -2.701
C 2.789 -4.681 -3.593
C 1.973 -5.548 -4.303
C 0.595 -5.500 -4.151
C 0.049 -4.550 -3.294
C 0.833 -3.666 -2.572
C 0.127 -2.602 -1.707
O -1.110 -2.627 -1.698
O 0.881 -1.783 -1.099
C 5.300 -3.727 -1.741
C 4.797 -5.004 -1.128
H 8.671 -4.301 -1.807
H 7.420 -5.535 -2.015
H 7.651 -4.779 -0.448
H 8.206 -2.128 -2.474
H 6.613 -0.312 -3.030
H 4.172 -0.718 -2.822
H 2.406 -2.156 -1.520
H 3.862 -4.709 -3.740
H 2.425 -6.261 -4.984
H -0.045 -6.180 -4.702
H -1.021 -4.452 -3.161
H 3.768 -4.881 -0.797
H 5.408 -5.290 -0.270
H 4.815 -5.836 -1.838
```

Computed properties:
Energy above the lowest of the compared OMol25 structures with the same formula, charge and spin   38.5 kJ/mol
M   912.834 g/mol
LUMO   4.1 eV
Kohn-Sham gap   6.5 eV
Total charge   -2

***

# 7
This record from the Open Molecules 2025 dataset describes C23H23ClN2PRu as an isolated structure in a non-equilibrium geometry. The level of theory is ωB97M-V/def2-TZVPD.

Structure (XYZ):
```
51
C23H23ClN2PRu ωB97M-V/def2-TZVPD
Ru 0.912 -0.131 2.108
Cl 2.474 1.152 3.178
P 0.434 0.831 0.291
C -0.902 -0.052 -0.603
C -0.593 -1.054 -1.529
C -1.622 -1.754 -2.158
C -2.958 -1.477 -1.843
C -3.262 -0.507 -0.882
C -2.232 0.199 -0.253
C 0.148 2.591 -0.143
C 1.023 3.520 0.441
C 0.930 4.879 0.124
C -0.079 5.331 -0.741
C -0.929 4.404 -1.352
C -0.831 3.045 -1.044
C 1.979 0.451 -0.674
C 2.970 -0.140 0.083
C 4.217 -0.409 -0.485
C 4.403 -0.168 -1.852
C 3.381 0.401 -2.622
C 2.161 0.740 -2.034
H 1.778 3.163 1.145
H 1.627 5.594 0.558
H -0.196 6.398 -0.943
H -1.681 4.742 -2.065
H -1.518 2.340 -1.510
H 0.453 -1.281 -1.745
H -1.369 -2.528 -2.885
H -3.757 -2.026 -2.346
H -4.295 -0.302 -0.623
H -2.468 0.941 0.512
H 2.741 -0.373 1.151
H 5.020 -0.807 0.129
H 5.360 -0.428 -2.318
H 3.536 0.575 -3.685
H 1.368 1.204 -2.610
H 0.402 -4.142 -2.041
H 1.159 -4.015 -1.969
N 0.448 -3.083 1.621
C -0.699 -2.648 2.195
C -1.810 -3.474 2.463
C -2.965 -2.888 2.963
C -2.963 -1.514 3.237
C -1.815 -0.766 3.008
N -0.705 -1.329 2.492
H 1.216 -2.425 1.555
H 0.594 -4.061 1.427
H -1.692 -4.535 2.268
H -3.857 -3.484 3.148
H -3.830 -1.001 3.640
H -1.708 0.299 3.219
```

Computed properties:
M   494.948 g/mol
LUMO (spin up / spin down)   -6.6 / -11.0 eV
Kohn-Sham gap (spin up / spin down)   6.8 / 3.5 eV
Multiplicity   6
Total charge   +2

***

# 8
This record from the Open Molecules 2025 dataset describes C2H4BrOP as an isolated structure in a non-equilibrium geometry. The level of theory is ωB97M-V/def2-TZVPD.

Structure (XYZ):
```
9
C2H4BrOP ωB97M-V/def2-TZVPD
C 0.757 -0.884 1.031
C -0.594 0.233 -1.118
O -0.706 1.529 1.313
P -0.392 0.213 0.711
Br 0.928 1.536 -1.561
H 0.722 -1.705 0.453
H 1.104 -1.118 2.116
H -1.444 0.810 -1.172
H -0.375 -0.612 -1.773
```

Computed properties:
Energy above the lowest of the compared OMol25 structures with the same formula, charge and spin   108.9 kJ/mol
M   154.931 g/mol
LUMO (spin up / spin down)   0.6 / -3.0 eV
Kohn-Sham gap (spin up / spin down)   7.5 / 7.2 eV
Multiplicity   3
Total charge   0

***

# 9
This record from the Open Molecules 2025 dataset describes C12H26N4OSTb as an isolated structure in a non-equilibrium geometry. The level of theory is ωB97M-V/def2-TZVPD.

Structure (XYZ):
```
45
C12H26N4OSTb ωB97M-V/def2-TZVPD
Tb 0.136 0.300 -0.899
C 0.942 -1.868 -2.895
C -0.549 -1.647 -3.224
N -1.280 -0.877 -2.171
C -2.351 0.160 -2.590
C -1.864 1.468 -3.253
S -0.094 2.093 -2.811
C 1.032 1.098 -4.031
C 2.132 0.247 -3.348
N 1.642 -0.717 -2.342
H 1.349 -2.097 -3.891
H 1.086 -2.686 -2.151
H -1.041 -2.646 -3.286
H -0.682 -1.210 -4.244
H -1.754 -1.543 -1.583
H -2.988 0.377 -1.663
H -3.002 -0.362 -3.302
H -2.448 2.329 -3.019
H -1.773 1.343 -4.365
H 1.535 1.892 -4.614
H 0.457 0.524 -4.785
H 2.810 0.951 -2.853
H 2.750 -0.261 -4.130
H 2.429 -0.914 -1.734
C -2.406 0.197 2.426
N -1.075 0.280 3.144
C -1.185 0.578 4.510
C 0.188 0.754 5.165
C 1.339 -0.040 4.617
N 1.262 -0.025 3.169
C 2.405 -0.401 2.338
C 0.083 0.205 2.501
O 0.122 0.370 1.235
H -3.111 0.498 3.167
H -2.599 -0.896 2.177
H -2.375 0.762 1.489
H -1.752 -0.175 5.068
H -1.758 1.500 4.703
H 0.128 0.574 6.229
H 0.442 1.812 5.014
H 1.416 -1.049 5.022
H 2.241 0.512 4.942
H 2.632 0.448 1.617
H 2.233 -1.253 1.702
H 3.299 -0.605 2.951
```

Computed properties:
Energy above the lowest of the compared OMol25 structures with the same formula, charge and spin   9.7 kJ/mol
M   433.359 g/mol
LUMO (spin up / spin down)   -10.7 / -10.2 eV
Kohn-Sham gap (spin up / spin down)   7.0 / 7.5 eV
Multiplicity   7
Total charge   +3

***

# 10
This record from the Open Molecules 2025 dataset describes one molecule with the formula C17H26N2 in a non-equilibrium geometry. The level of theory is ωB97M-V/def2-TZVPD.

Structure (XYZ):
```
45
C17H26N2 ωB97M-V/def2-TZVPD
C -1.577 -2.221 1.720
C -1.150 -1.025 0.860
C -1.804 -0.827 -0.407
C -1.629 0.342 -1.069
C -2.504 0.470 -2.325
C -2.062 -0.668 -3.304
C -2.179 1.752 -3.045
C -3.935 0.391 -1.865
C -0.735 1.360 -0.651
C -0.043 1.260 0.548
C 0.703 2.423 1.102
C -0.120 0.000 1.307
C 0.774 -0.292 2.514
C 2.256 -0.205 2.149
N 3.096 0.106 3.037
C 4.477 -0.150 2.529
C 4.333 -0.095 1.038
N 2.899 -0.350 0.869
C 2.419 -1.443 -0.098
H -1.817 -1.805 2.783
H -2.547 -2.705 1.513
H -0.781 -2.953 1.740
H -2.451 -1.651 -0.760
H -2.274 -0.414 -4.317
H -1.046 -1.014 -3.148
H -2.627 -1.608 -3.087
H -2.774 1.926 -3.950
H -2.538 2.547 -2.322
H -1.150 1.988 -3.284
H -4.669 0.809 -2.628
H -4.149 0.929 -0.883
H -4.196 -0.637 -1.718
H -0.639 2.294 -1.111
H 1.529 2.782 0.540
H 0.021 3.257 1.232
H 1.165 2.194 2.085
H 0.593 0.324 3.368
H 0.677 -1.291 2.836
H 5.184 0.661 2.959
H 4.666 -1.211 2.912
H 4.766 0.820 0.668
H 5.048 -0.789 0.550
H 1.821 -1.013 -0.880
H 3.220 -2.094 -0.545
H 1.749 -2.177 0.539
```

Computed properties:
Energy above the lowest of the compared OMol25 structures with the same formula, charge and spin   267.0 kJ/mol
SMILES   Cc1cc(C(C)(C)C)cc(C)c1CC1=NCCN1C
M   258.409 g/mol
LUMO   0.7 eV
Kohn-Sham gap   8.9 eV
Total charge   0

***

So what do the calculations give for electronic energy? Going down the list: -3824.83578, -5343.86133, -1037.72512, -524.77497, -340.91914, -2776.82808, -1895.46922, -3069.05557, -1988.78851, -772.79719 Eh.